i.
Molecular formula: C3H12N2O3
Method: DFT, the ωB97M-V functional and the def2-TZVPD basis

The geometry in ORCA input format:
```
! wB97M-V def2-TZVPD RIJCOSX def2/J DEFGRID3
* xyz 0 1
C 0.99 -1.41 -0.78
N 1.08 0.03 -0.92
C 0.65 0.97 -0.03
N -0.28 0.53 0.88
O 0.92 2.16 -0.11
C 1.74 -1.91 0.47
H 1.47 -1.92 -1.61
H -0.05 -1.68 -0.77
H 1.61 0.44 -1.67
H -0.44 1.10 1.69
H -0.57 -0.43 1.05
H 2.76 -2.21 0.23
H 1.28 -2.80 0.92
H 1.72 -1.21 1.28
H -3.02 -1.32 1.68
H -2.10 -1.47 2.95
O -2.11 -1.30 2.00
H -1.60 1.57 -1.05
H -1.28 1.13 -2.46
O -1.94 1.60 -1.95
*
```

HOMO: -9.56 eV
LUMO level: 0.3 eV
Frontier orbital gap: 9.86 eV

***

ii.
Molecular formula: C3H12N2O3
Method: DFT, the ωB97M-V functional and the def2-TZVPD basis

The geometry in ORCA input format:
```
! wB97M-V def2-TZVPD RIJCOSX def2/J DEFGRID3
* xyz 0 1
C 0.02 1.15 -0.43
N -1.11 1.41 -1.31
C -2.32 0.78 -0.78
C -2.36 -0.69 -1.15
N -3.26 -1.19 -2.02
O -1.68 -1.46 -0.47
H 0.90 1.61 -0.87
H 0.27 0.09 -0.40
H -0.10 1.48 0.61
H -1.23 2.40 -1.43
H -3.26 1.24 -1.10
H -2.33 0.90 0.30
H -3.70 -0.58 -2.69
H -3.35 -2.17 -2.19
H 2.60 0.86 3.49
H 2.68 0.38 4.91
O 3.23 0.54 4.14
H 5.28 -2.11 -0.28
H 4.54 -2.09 1.10
O 5.19 -2.55 0.57
*
```

HOMO: -9.16 eV
LUMO level: 0.5 eV
Frontier orbital gap: 9.68 eV

***

Preferred: i; penalty for the next structure: 96.5 kJ/mol.

***

i.
Molecular formula: C14H16
Method: DFT, the ωB97M-V functional and the def2-TZVPD basis

The geometry in ORCA input format:
```
! wB97M-V def2-TZVPD RIJCOSX def2/J DEFGRID3
* xyz 0 1
C -2.22 2.91 -0.78
C 0.00 0.75 2.11
C 0.65 1.69 1.38
C -1.35 0.46 1.91
C 0.00 2.38 0.39
C -2.01 1.25 0.94
C -1.36 2.24 0.19
H 0.41 0.34 3.08
H 1.75 2.01 1.51
H -1.77 -0.50 2.32
H 0.52 3.25 0.02
H -3.09 0.80 0.79
H -1.74 2.78 -1.76
H -2.47 3.93 -0.65
H -3.18 2.44 -0.62
C -0.52 -2.73 0.63
C 1.87 -2.66 -0.34
C 0.59 -1.97 -0.25
C 2.80 -2.06 -1.17
C 0.32 -0.82 -0.93
C 2.51 -0.99 -1.95
C 1.19 -0.37 -1.85
H 2.13 -3.62 0.01
H 3.69 -2.59 -1.29
H -0.86 -2.14 1.58
H -0.17 -3.65 0.91
H -0.61 -0.31 -0.94
H 3.36 -0.63 -2.62
H 0.91 0.46 -2.60
H -1.36 -2.68 0.00
*
```

HOMO: -8.61 eV
LUMO level: 1.0 eV
Frontier orbital gap: 9.57 eV

***

ii.
Molecular formula: C14H16
Method: DFT, the ωB97M-V functional and the def2-TZVPD basis

The geometry in ORCA input format:
```
! wB97M-V def2-TZVPD RIJCOSX def2/J DEFGRID3
* xyz 0 1
C 2.95 -1.62 2.05
C 0.51 -2.00 1.53
C 1.51 -1.18 2.10
C -0.81 -1.58 1.53
C -1.16 -0.37 2.08
C 1.15 0.05 2.65
C -0.18 0.47 2.64
H 0.78 -2.91 1.06
H -1.57 -2.20 1.15
H 3.05 -2.73 1.89
H 3.46 -1.37 3.01
H -2.28 -0.04 2.01
H 1.91 0.68 3.04
H -0.47 1.36 3.05
H 3.55 -1.17 1.17
C 0.02 2.73 -0.62
C 0.14 0.31 -1.35
C -0.42 1.58 -1.51
C -0.21 -0.74 -2.23
C -1.35 1.80 -2.54
C -1.14 -0.50 -3.24
C -1.70 0.77 -3.39
H 0.88 0.13 -0.56
H 0.25 -1.67 -2.11
H 0.46 2.33 0.34
H -0.88 3.29 -0.30
H -1.83 2.81 -2.69
H -1.43 -1.31 -3.88
H -2.46 0.96 -4.19
H 0.69 3.45 -1.19
*
```

HOMO: -8.85 eV
LUMO level: 0.9 eV
Frontier orbital gap: 9.80 eV

***

Preferred: ii; penalty for the next structure: 184.7 kJ/mol.

***

i.
Molecular formula: C14H16
Method: DFT, the ωB97M-V functional and the def2-TZVPD basis

The geometry in ORCA input format:
```
! wB97M-V def2-TZVPD RIJCOSX def2/J DEFGRID3
* xyz 0 1
C 1.85 3.95 -0.76
C 2.21 -0.22 0.24
C 2.09 0.20 -1.08
C 2.35 0.71 1.25
C 2.07 1.58 -1.37
C 2.32 2.05 0.95
C 2.16 2.54 -0.35
H 2.28 -1.30 0.39
H 1.83 -0.51 -1.85
H 2.26 0.33 2.27
H 2.04 1.86 -2.41
H 2.21 2.71 1.80
H 1.60 4.50 0.17
H 0.94 4.12 -1.35
H 2.70 4.54 -1.08
C -0.98 -1.04 2.02
C -2.11 -2.89 0.67
C -1.66 -1.60 0.80
C -2.70 -3.41 -0.50
C -2.02 -0.70 -0.25
C -3.06 -2.52 -1.47
C -2.76 -1.15 -1.29
H -1.95 -3.66 1.43
H -2.96 -4.46 -0.58
H -1.51 -0.17 2.42
H 0.04 -0.72 1.77
H -1.68 0.30 -0.20
H -3.47 -2.85 -2.42
H -3.11 -0.46 -2.08
H -0.97 -1.73 2.87
*
```

HOMO: -8.95 eV
LUMO level: 0.9 eV
Frontier orbital gap: 9.87 eV

***

ii.
Molecular formula: C14H16
Method: DFT, the ωB97M-V functional and the def2-TZVPD basis

The geometry in ORCA input format:
```
! wB97M-V def2-TZVPD RIJCOSX def2/J DEFGRID3
* xyz 0 1
C -3.26 -2.10 1.09
C -2.15 -1.93 -1.17
C -2.07 -2.22 0.20
C -1.10 -2.25 -2.03
C 0.07 -2.82 -1.52
C -0.85 -2.63 0.67
C 0.24 -2.93 -0.14
H -3.10 -1.60 -1.57
H -1.22 -2.14 -3.09
H -2.95 -2.30 2.12
H -3.93 -2.92 0.80
H 0.92 -2.98 -2.17
H -0.67 -2.72 1.74
H 1.16 -3.20 0.35
H -3.84 -1.18 1.06
C 2.21 4.43 0.75
C 1.01 0.46 -0.28
C 1.08 0.79 1.08
C 1.02 1.45 -1.24
C 1.48 2.07 1.46
C 1.48 2.73 -0.90
C 1.69 3.02 0.45
H 1.02 -0.57 -0.60
H 0.74 0.10 1.85
H 0.76 1.25 -2.27
H 1.59 2.40 2.48
H 1.66 3.51 -1.63
H 3.27 4.37 0.53
H 2.04 4.72 1.79
H 1.68 5.21 0.20
*
```

HOMO: -8.66 eV
LUMO level: 1.0 eV
Frontier orbital gap: 9.62 eV

***

Preferred: ii; penalty for the next structure: 6.6 kJ/mol.